# 1
# C22H23AsBCl2F10FeNO4PS3

A structure of composition C22H23AsBCl2F10FeNO4PS3 (ωB97M-V/def2-TZVPD, the OMol25 dataset).

Calculated values
Frontier orbital gap (spin up / spin down) in eV: 7.11 / 6.52
Electronic energy in a.u.: -8187.782417
Max |F| in eV Å⁻¹: 0.79
LUMO energy (spin up / spin down) in eV: 3.90 / 3.31
Multiplicity: 6
Charge: -2
Energy relative to the best compared isomer or geometry (same formula, charge and spin) in kJ/mol: 0.00
⟨S²⟩: 8.762

Last column: Löwdin spin population.
Element x y z (Å)
Fe1 -0.100 0.333 0.733  4.210
S1 -3.691 -1.772 2.462  0.016
C1 -4.238 -0.192 2.058  0.005
C2 -3.245 0.578 1.537  0.018
C3 -1.993 -0.099 1.448  0.131
C4 -2.099 -1.373 1.922  0.033
C5 -0.924 -2.229 2.024  0.008
C6 -0.889 -3.488 2.604  0.002
C7 0.325 -4.150 2.689  0.001
C8 1.470 -3.545 2.204  0.004
C9 1.360 -2.291 1.629  0.011
N1 0.192 -1.665 1.526  0.077
H1 -5.274 0.068 2.210  0.001
H2 -3.394 1.593 1.196  0.001
H3 -1.799 -3.923 2.994  0.000
H4 0.374 -5.134 3.139  0.000
H5 2.438 -4.023 2.249  0.000
H6 2.219 -1.786 1.214  0.001
Cl1 4.553 6.026 1.400  0.002
C10 3.631 4.574 1.081  0.009
C11 4.200 3.573 0.290  -0.002
C12 3.499 2.423 0.030  0.010
Cl2 4.185 1.173 -0.939  0.002
C13 2.191 2.216 0.548  0.008
O1 1.570 1.121 0.295  0.116
C14 1.647 3.257 1.331  0.011
C15 0.311 3.159 1.873  0.008
O2 -0.487 2.245 1.700  0.076
C16 2.374 4.424 1.600  -0.002
H7 5.194 3.698 -0.116  0.000
H8 -0.015 4.013 2.484  0.004
H9 1.935 5.194 2.221  0.000
F1 1.133 0.480 3.069  0.010
As1 1.374 0.870 4.768  0.000
F2 1.621 1.265 6.441  0.000
F3 3.071 1.048 4.458  0.001
F4 1.601 -0.817 5.103  0.000
F5 1.142 2.561 4.395  0.000
F6 -0.329 0.707 5.035  0.000
F7 1.520 -1.369 -0.999  0.006
B1 2.395 -2.338 -1.588  0.000
F8 1.622 -3.312 -2.240  0.000
F9 3.149 -2.938 -0.558  0.000
F10 3.254 -1.711 -2.496  0.000
C17 1.013 0.392 -3.275  0.001
C18 0.169 0.813 -4.456  0.000
C19 -0.129 -0.342 -5.397  0.000
O3 -1.070 1.470 -4.099  0.005
P1 -2.098 1.145 -2.922  0.022
S2 -3.754 2.094 -3.331  0.026
S3 -1.282 1.697 -1.142  0.158
O4 -2.192 -0.448 -3.079  0.002
C20 -2.984 -1.423 -2.359  0.000
C21 -4.182 -0.837 -1.639  0.000
C22 -2.070 -2.195 -1.435  0.002
H10 1.965 -0.002 -3.632  0.000
H11 0.534 -0.398 -2.700  0.000
H12 1.208 1.225 -2.601  0.000
H13 0.696 1.593 -5.013  0.000
H14 -0.640 -1.141 -4.861  0.000
H15 0.807 -0.737 -5.798  0.000
H16 -0.761 -0.009 -6.223  0.000
H17 -3.338 -2.090 -3.152  0.000
H18 -3.867 -0.143 -0.860  0.000
H19 -4.729 -1.655 -1.163  0.000
H20 -4.841 -0.307 -2.323  0.000
H21 -1.674 -1.529 -0.670  0.002
H22 -1.225 -2.632 -1.962  0.000
H23 -2.628 -2.988 -0.930  0.000


# 2
# C22H23BrCsN7O2S2

A structure of composition C22H23BrCsN7O2S2 at a distorted geometry (ωB97M-V/def2-TZVPD, the OMol25 dataset).

Calculated values
Frontier orbital gap in eV: 6.25
Electronic energy in a.u.: -4776.386692
Max |F| in eV Å⁻¹: 1.67
LUMO energy in eV: -0.27
Charge: 0
Energy relative to the best compared isomer or geometry (same formula, charge and spin) in kJ/mol: 114.38

Last column: Mulliken charge in e.
Element x y z (Å)
Cs1 2.325 0.048 0.310  1.123
C1 5.116 -5.751 1.348  -1.201
C2 5.751 -4.412 1.388  0.887
N1 7.007 -4.174 1.563  -0.744
N2 7.095 -2.806 1.523  0.199
C3 5.927 -2.167 1.320  0.146
S1 5.639 -0.537 1.227  -0.423
N3 5.052 -3.228 1.226  0.363
N4 3.689 -3.077 1.007  -0.805
H1 5.879 -6.504 1.522  0.342
H2 4.653 -5.940 0.378  0.303
H3 4.346 -5.842 2.115  0.298
H4 7.980 -2.347 1.648  0.155
H5 3.394 -3.696 0.261  0.261
H6 3.169 -3.287 1.852  0.264
Br1 -6.371 3.381 -4.290  -0.197
C4 -6.224 1.936 -3.066  0.106
C5 -5.330 0.907 -3.327  -0.592
C6 -5.219 -0.137 -2.424  0.272
C7 -6.001 -0.160 -1.270  -0.166
C8 -6.917 0.857 -1.049  -0.205
C9 -7.020 1.919 -1.937  -0.516
N5 -6.006 -1.296 -0.402  -0.822
N6 -4.978 -1.697 0.167  -0.178
C10 -3.761 -0.985 0.192  0.102
C11 -3.629 0.396 0.192  -0.323
C12 -2.405 1.027 0.343  -0.957
C13 -1.197 0.313 0.483  0.569
O1 -0.060 0.867 0.601  -0.846
C14 -1.322 -1.150 0.499  -0.461
N7 -0.175 -1.868 0.627  -0.316
C15 -0.256 -3.176 0.675  -0.081
C16 -1.467 -3.884 0.610  -0.785
C17 -2.629 -3.182 0.461  -0.596
C18 -2.589 -1.771 0.392  1.447
H7 -4.726 0.924 -4.223  0.412
H8 -4.518 -0.941 -2.608  0.377
H9 -7.546 0.812 -0.169  0.402
H10 -7.722 2.721 -1.759  0.411
H11 -4.514 1.012 0.104  0.372
H12 -2.354 2.108 0.366  0.417
H13 0.680 -3.721 0.774  0.267
H14 -1.467 -4.965 0.671  0.382
H15 -3.586 -3.681 0.397  0.482
O2 3.500 2.410 -0.091  -0.771
S2 2.728 3.353 0.786  0.351
C19 3.507 5.002 0.682  -0.637
C20 2.715 5.837 -0.317  -0.637
C21 1.257 5.414 -0.140  -0.665
C22 1.281 3.893 -0.177  -0.236
H16 4.546 4.820 0.411  0.375
H17 3.468 5.428 1.686  0.358
H18 3.044 5.610 -1.333  0.288
H19 2.862 6.903 -0.150  0.341
H20 0.611 5.814 -0.922  0.355
H21 0.871 5.770 0.818  0.294
H22 1.491 3.521 -1.182  0.313
H23 0.403 3.381 0.213  0.124


# 3
# C22H23Cl3GeN6O2PtS

A structure of composition C22H23Cl3GeN6O2PtS at a distorted geometry (ωB97M-V/def2-TZVPD, the OMol25 dataset).

Calculated values
Frontier orbital gap (spin up / spin down) in eV: 5.09 / 7.39
Electronic energy in a.u.: -5305.907063
Max |F| in eV Å⁻¹: 1.06
LUMO energy (spin up / spin down) in eV: -3.38 / -3.38
Multiplicity: 2
Charge: +1
Energy relative to the best compared isomer or geometry (same formula, charge and spin) in kJ/mol: 54.68
⟨S²⟩: 0.786

Last column: Löwdin spin population.
Element x y z (Å)
Pt1 0.333 0.115 0.434  0.023
C1 -2.006 3.626 3.510  0.000
C2 -0.656 3.020 3.491  0.000
N1 0.302 3.249 4.324  0.000
N2 1.344 2.474 3.894  0.000
C3 1.059 1.764 2.807  0.000
S1 1.994 0.672 1.906  0.004
N3 -0.229 2.108 2.539  0.000
N4 -0.927 1.568 1.450  0.002
H1 -2.050 4.344 4.324  0.000
H2 -2.774 2.868 3.670  0.000
H3 -2.217 4.144 2.573  0.000
H4 2.219 2.493 4.392  0.000
H5 -1.192 2.322 0.815  0.000
H6 -1.765 1.084 1.771  0.000
C4 -2.204 -3.800 1.360  0.000
C5 -1.776 -2.393 1.076  0.001
N5 -1.509 -1.504 1.950  0.001
O1 -1.604 -1.800 3.271  0.000
C6 -1.690 -1.936 -0.339  0.002
C7 -2.228 -2.843 -1.396  0.000
N6 -1.152 -0.800 -0.618  0.003
O2 -1.176 -0.503 -1.992  0.001
H7 -2.618 -3.899 2.362  0.000
H8 -1.369 -4.497 1.256  0.000
H9 -2.978 -4.113 0.665  0.000
H10 -1.606 -2.762 3.406  0.000
H11 -3.300 -3.000 -1.262  0.000
H12 -1.734 -3.811 -1.295  0.000
H13 -2.049 -2.460 -2.391  0.000
Cl1 -1.477 1.266 -4.428  0.000
Ge1 -1.175 1.240 -2.359  0.000
Cl2 -2.790 2.056 -1.216  0.000
Cl3 0.528 2.362 -1.807  0.003
C8 1.517 -1.176 -0.442  0.183
C9 2.188 -1.976 -1.067  0.050
C10 2.960 -2.894 -1.796  0.335
C11 4.217 -3.356 -1.193  0.023
C12 5.003 -2.458 -0.461  0.045
C13 6.186 -2.868 0.129  -0.004
C14 6.603 -4.187 0.015  0.049
C15 5.820 -5.095 -0.684  -0.005
C16 4.639 -4.687 -1.281  0.046
C17 2.471 -3.345 -3.089  0.014
C18 1.161 -3.029 -3.494  0.070
C19 0.675 -3.426 -4.726  -0.007
C20 1.483 -4.144 -5.600  0.085
C21 2.788 -4.441 -5.230  -0.008
C22 3.280 -4.046 -3.998  0.074
H14 4.677 -1.430 -0.374  0.001
H15 6.789 -2.154 0.676  -0.001
H16 7.527 -4.508 0.477  0.003
H17 6.129 -6.130 -0.760  -0.001
H18 4.019 -5.412 -1.792  0.001
H19 0.535 -2.454 -2.824  0.005
H20 -0.337 -3.169 -5.014  -0.003
H21 1.105 -4.454 -6.565  0.005
H22 3.433 -4.977 -5.913  -0.002
H23 4.312 -4.253 -3.753  0.003


# 4
# C22H23Cl3N5O3S2V

A structure of composition C22H23Cl3N5O3S2V (ωB97M-V/def2-TZVPD, the OMol25 dataset).

Calculated values
Frontier orbital gap (spin up / spin down) in eV: 5.70 / 5.01
Electronic energy in a.u.: -4472.602354
Max |F| in eV Å⁻¹: 0.73
LUMO energy (spin up / spin down) in eV: 2.35 / 2.35
Multiplicity: 2
Charge: -1
Energy relative to the best compared isomer or geometry (same formula, charge and spin) in kJ/mol: 149.48
⟨S²⟩: 0.770

Last column: Löwdin spin population.
Element x y z (Å)
V1 -0.905 -1.455 -0.914  1.037
C1 -2.516 1.182 1.175  -0.005
S1 -2.736 -0.373 0.307  0.000
C2 -3.861 0.222 -0.946  -0.001
O1 -3.538 -1.234 1.225  0.007
H1 -3.473 1.427 1.635  -0.001
H2 -2.189 1.955 0.481  0.000
H3 -1.757 1.028 1.938  0.000
H4 -3.329 0.888 -1.622  0.000
H5 -4.688 0.725 -0.443  0.000
H6 -4.214 -0.655 -1.483  0.000
C3 -3.437 -6.036 -1.082  -0.002
N1 -3.835 -4.655 -0.817  -0.005
C4 -4.816 -4.439 0.244  -0.002
C5 -3.009 -3.683 -1.114  -0.022
N2 -2.338 -2.767 -1.369  -0.008
H7 -4.312 -6.603 -1.406  0.000
H8 -3.017 -6.492 -0.183  0.000
H9 -2.684 -6.044 -1.864  0.000
H10 -5.782 -4.846 -0.060  0.000
H11 -4.898 -3.374 0.447  0.000
H12 -4.487 -4.937 1.160  0.000
Cl1 1.989 -5.833 1.279  -0.001
C6 1.281 -5.135 -0.218  -0.002
Cl2 0.203 -6.376 -0.951  -0.001
Cl3 2.704 -4.941 -1.361  -0.001
C7 0.439 -3.965 0.138  0.000
N3 0.266 -2.972 -0.622  0.003
S2 0.690 -2.542 -2.315  -0.004
O2 -1.052 0.876 -1.810  0.008
C8 -0.078 1.092 -1.063  0.001
N4 0.536 2.291 -0.875  0.000
C9 1.657 2.141 0.029  0.000
C10 1.487 0.627 0.420  0.001
O3 2.195 0.098 1.244  0.001
N5 0.454 0.108 -0.297  0.001
C11 3.012 2.308 -0.640  0.000
C12 4.158 2.313 0.153  0.000
C13 5.410 2.420 -0.428  0.000
C14 5.535 2.521 -1.809  0.000
C15 4.401 2.501 -2.602  0.000
C16 3.143 2.390 -2.019  0.000
C17 1.484 3.063 1.231  0.000
C18 0.904 2.618 2.413  0.000
C19 0.668 3.501 3.458  0.000
C20 1.012 4.839 3.336  0.000
C21 1.602 5.290 2.164  0.000
C22 1.839 4.405 1.122  0.000
H13 0.351 3.089 -1.456  0.000
H14 4.059 2.213 1.226  0.000
H15 6.293 2.413 0.199  0.000
H16 6.515 2.600 -2.262  0.000
H17 4.487 2.557 -3.679  0.000
H18 2.265 2.339 -2.649  0.000
H19 0.661 1.570 2.534  0.000
H20 0.221 3.135 4.374  0.000
H21 0.831 5.526 4.154  0.000
H22 1.885 6.330 2.060  0.000
H23 2.317 4.757 0.215  0.000